{"formula": "C27H41N2O22PS6", "method": "ωB97M-V with the def2-TZVPD basis set", "species": ["C", "C", "C", "C", "C", "C", "O", "C", "O", "N", "C", "S", "C", "C", "C", "C", "C", "N", "P", "C", "C", "C", "C", "H", "H", "H", "H", "H", "H", "H", "H", "H", "H", "H", "H", "H", "H", "H", "H", "H", "H", "H", "H", "H", "O", "S", "O", "O", "C", "C", "O", "H", "H", "H", "H", "O", "S", "O", "O", "C", "C", "O", "H", "H", "H", "H", "O", "S", "O", "O", "C", "C", "O", "H", "H", "H", "H", "O", "S", "O", "O", "C", "C", "O", "H", "H", "H", "H", "O", "S", "O", "O", "C", "C", "O", "H", "H", "H", "H"], "positions_angstrom": [[-1.328156, 4.094007, 4.612466], [-0.756105, 3.058416, 4.284258], [-0.165433, 1.683348, 3.773307], [-0.938675, 1.329066, 2.393425], [0.183773, 0.960678, 1.327255], [-0.218911, -0.296069, 0.395301], [-1.520229, 0.024072, -0.177759], [-1.436317, 0.702653, -1.393679], [-1.040156, 1.850249, -1.492706], [-1.904455, 0.036061, -2.634539], [-1.189999, 0.429979, -3.594033], [-0.152738, 0.656216, -4.807027], [-0.402749, -1.519016, 1.426475], [-1.640735, -2.351966, 1.453815], [-1.923333, -3.484654, 2.422799], [-0.772743, -3.694940, 3.412646], [0.393939, -2.796667, 3.237447], [0.617947, -1.755670, 2.344142], [1.188152, -0.492981, -0.876964], [0.889643, -1.886608, -2.114356], [1.180389, -3.338386, -1.540294], [2.874993, -0.588467, -0.060878], [4.033631, -0.711514, -1.173854], [-2.098400, 4.912069, 4.600376], [0.954296, 1.774806, 3.610189], [-0.332041, 0.869610, 4.545081], [-1.717325, 0.525479, 2.546949], [-1.434576, 2.306381, 2.080138], [1.183607, 0.684367, 1.780102], [0.389213, 1.861476, 0.659360], [-2.440877, -2.112621, 0.687762], [-2.872678, -4.079012, 2.441611], [-0.831490, -4.489953, 4.215528], [1.248570, -2.993620, 3.960581], [-0.126033, -1.870280, -2.613286], [1.641628, -1.727729, -2.961564], [2.189230, -3.276566, -1.021892], [1.227898, -4.049616, -2.431991], [0.337241, -3.595943, -0.831446], [3.006473, -1.420587, 0.690822], [3.057976, 0.421385, 0.436824], [4.046516, -1.765911, -1.576934], [3.888781, 0.031836, -2.019622], [5.060560, -0.501907, -0.724034], [-1.773715, 7.185607, -7.236360], [-1.008945, 5.985585, -7.307820], [0.125736, 5.844855, -8.157301], [-2.022924, 4.756888, -7.589712], [-1.911269, 3.793344, -6.540112], [-1.490868, 4.582720, -5.313881], [-0.576973, 5.565341, -5.805697], [-1.145140, 3.067323, -6.824714], [-2.860453, 3.278791, -6.393786], [-1.015583, 3.957376, -4.558894], [-2.342256, 5.105182, -4.868725], [0.746215, -5.421153, 0.498406], [1.942090, -5.583384, 1.262301], [2.476142, -4.547404, 2.081645], [3.117088, -6.115376, 0.281222], [3.619516, -7.363205, 0.756919], [2.455709, -8.008879, 1.485411], [1.798125, -6.931797, 2.150826], [4.449401, -7.159226, 1.438811], [3.975193, -7.972253, -0.073652], [2.780652, -8.762882, 2.201002], [1.746889, -8.456517, 0.783105], [-4.922132, 2.910865, 5.495851], [-5.450808, 3.547824, 4.336767], [-6.148050, 4.788666, 4.387290], [-6.364607, 2.472863, 3.543551], [-5.864454, 2.301346, 2.217477], [-4.376532, 2.588008, 2.310854], [-4.266762, 3.670731, 3.236105], [-6.366144, 3.023915, 1.568089], [-6.068609, 1.291982, 1.861307], [-3.944349, 2.859175, 1.348414], [-3.833702, 1.733916, 2.724575], [0.763358, 1.091805, 6.360553], [1.622071, 2.025730, 7.010369], [2.635290, 2.748375, 6.319886], [2.288497, 1.291779, 8.290772], [1.963152, 2.012707, 9.479899], [0.627968, 2.675610, 9.191310], [0.705610, 3.080053, 7.824436], [2.745246, 2.756989, 9.652117], [1.912631, 1.337007, 10.333259], [0.441155, 3.533120, 9.836155], [-0.196220, 1.963101, 9.286813], [0.061859, -2.328804, -7.924302], [0.136802, -1.016573, -8.472918], [-0.998637, -0.167098, -8.600681], [0.878283, -1.110356, -9.907337], [2.046419, -0.286672, -9.900310], [2.502885, -0.253588, -8.452559], [1.297047, -0.202899, -7.687793], [1.762698, 0.709979, -10.248452], [2.806734, -0.698525, -10.563135], [3.133462, 0.607207, -8.234563], [3.034911, -1.170648, -8.184594]], "atomic_forces_ev_per_a": [[-0.476, -0.959, -1.209], [-0.030, -0.481, 0.119], [-1.162, 1.032, 0.250], [1.332, 0.956, 0.296], [0.186, -0.327, -1.006], [0.931, -0.264, 3.212], [0.267, -0.471, -2.592], [0.649, 2.048, 0.040], [-0.939, -1.765, 0.808], [1.980, 1.297, -0.397], [0.437, -1.357, -0.274], [-2.101, -0.160, 2.052], [-1.452, -1.963, 1.089], [-0.033, -0.841, 0.763], [4.448, 2.663, 0.443], [-1.294, 2.002, -3.009], [-0.649, -0.733, 0.493], [-2.739, -1.587, -0.379], [-0.406, 1.408, -1.638], [0.919, -1.526, -0.023], [-0.369, 0.881, -0.647], [1.198, -0.146, 0.133], [-0.230, -0.079, 0.164], [1.592, -1.207, 0.382], [-1.466, 0.005, 0.206], [0.161, 1.232, -1.072], [0.975, 0.826, -0.185], [0.453, -1.527, 0.170], [-1.348, 0.255, -0.129], [-0.377, -1.222, 0.730], [1.138, -0.303, 1.038], [1.123, 0.779, -0.163], [0.312, 1.212, -1.113], [-1.131, 0.472, -1.101], [1.056, 0.333, 0.881], [-0.939, 0.232, 1.155], [-1.288, -0.491, -0.445], [-0.061, 0.616, 1.430], [1.318, 0.017, -0.811], [-0.225, 0.946, -0.665], [-0.592, -1.393, -0.446], [0.033, 1.178, 0.231], [0.026, -0.954, 0.977], [-1.453, -0.303, -0.387], [0.371, -0.344, -0.308], [-0.187, -0.295, 0.326], [-0.342, 0.304, 0.292], [0.211, 0.702, 0.303], [0.352, -0.533, 0.204], [-0.601, -0.037, 0.237], [0.094, -0.110, -0.803], [-0.062, -0.021, 0.063], [-0.006, 0.177, -0.182], [0.193, 0.153, -0.118], [0.008, -0.077, 0.002], [0.754, -0.071, 0.591], [-0.096, -0.321, -0.148], [-0.352, -0.418, -0.327], [-0.743, 0.089, 0.164], [0.405, -0.250, 0.374], [-0.120, -0.366, -0.492], [0.375, 0.695, -0.060], [-0.028, -0.059, -0.015], [-0.117, 0.224, -0.084], [-0.101, 0.228, 0.141], [0.084, -0.034, 0.003], [-0.415, 0.388, -0.234], [0.249, -0.263, -0.394], [0.379, -0.359, 0.205], [0.542, 0.183, 0.406], [-0.008, 0.264, -0.571], [0.139, -0.635, 0.030], [-0.902, 0.223, 0.239], [0.038, -0.046, -0.016], [-0.058, 0.030, 0.254], [0.018, 0.213, 0.169], [-0.031, 0.012, -0.088], [0.749, 0.215, 0.445], [-0.244, 0.213, 0.387], [-0.472, -0.333, -0.004], [-0.528, 0.116, -0.416], [0.173, 0.468, 0.335], [-0.307, -0.454, 0.286], [0.755, -0.226, -0.223], [-0.054, -0.012, 0.034], [0.035, -0.132, -0.230], [0.046, 0.090, -0.271], [0.040, 0.029, 0.074], [-0.246, 0.469, -0.250], [0.319, 0.000, -0.149], [0.297, -0.386, 0.290], [-0.079, -0.174, 0.741], [0.175, 0.593, -0.092], [0.470, -0.427, -0.135], [-0.561, 0.073, -0.480], [0.059, -0.025, 0.021], [-0.213, -0.163, 0.027], [-0.258, 0.036, 0.122], [0.029, 0.054, -0.051]], "homo_energy_ev": -7.673, "orbital_gap_ev": 7.41, "total_charge": 0, "smiles": "C#CCCC[C@](OC(=O)N=C=S)(c1ccccn1)P(CC)CC.O=S1(=O)OCCO1.O=S1(=O)OCCO1.O=S1(=O)OCCO1.O=S1(=O)OCCO1.O=S1(=O)OCCO1", "total_energy_ha": -5548.32237}

{"formula": "C27H42AsCl3NiO5Si", "method": "ωB97M-V with the def2-TZVPD basis set", "species": ["Ni", "Cl", "C", "C", "C", "Cl", "C", "O", "C", "Cl", "C", "H", "H", "C", "C", "C", "C", "O", "Si", "O", "O", "C", "C", "C", "C", "O", "C", "C", "C", "C", "H", "H", "H", "H", "H", "H", "H", "H", "H", "H", "H", "H", "H", "H", "H", "H", "H", "H", "H", "H", "H", "H", "H", "H", "H", "H", "H", "C", "As", "C", "C", "C", "C", "C", "C", "C", "C", "H", "H", "H", "H", "H", "H", "H", "H", "H", "H", "H", "H", "H"], "positions_angstrom": [[-1.791456, -0.123651, 1.184961], [-1.189880, 1.743037, 7.865298], [-1.273750, 1.700258, 6.131898], [-2.066613, 0.755435, 5.507627], [-2.098283, 0.752014, 4.127614], [-3.049801, -0.466786, 3.291887], [-1.384740, 1.640088, 3.300346], [-1.426388, 1.588678, 2.003140], [-0.591929, 2.572395, 4.006619], [0.361396, 3.686523, 3.086502], [-0.534931, 2.607862, 5.386104], [-2.636511, 0.038265, 6.080197], [0.090084, 3.339019, 5.878793], [0.655669, 3.180054, -0.913582], [-0.369864, 2.486811, -1.798957], [-1.780046, 2.818732, -1.323338], [-0.186468, 2.875186, -3.260966], [-0.101391, 1.080540, -1.679221], [-1.082023, -0.217781, -1.862446], [-1.995711, -0.526231, -0.578763], [-0.062949, -1.494209, -2.060574], [1.030050, -1.661343, -2.976236], [1.156582, -3.162542, -3.209751], [0.766877, -0.949038, -4.297535], [2.295490, -1.113885, -2.323530], [-1.993301, 0.060064, -3.193109], [-3.213267, -0.579297, -3.584402], [-3.135741, -2.076937, -3.308716], [-3.363835, -0.315773, -5.076721], [-4.362520, 0.051855, -2.808233], [0.551425, 4.263959, -0.983735], [1.666698, 2.906313, -1.220974], [0.506484, 2.887670, 0.127378], [-1.961102, 3.889677, -1.431201], [-1.897119, 2.560624, -0.270866], [-2.527723, 2.285559, -1.915542], [-0.344530, 3.946496, -3.397776], [-0.896260, 2.331061, -3.883483], [0.825688, 2.631128, -3.588411], [0.240242, -3.551576, -3.655304], [1.325847, -3.681033, -2.265087], [1.991023, -3.381011, -3.877833], [-0.149546, -1.317890, -4.758348], [1.598147, -1.126637, -4.981906], [0.664440, 0.126389, -4.150308], [2.503899, -1.644280, -1.391999], [2.175205, -0.051973, -2.106339], [3.152471, -1.240735, -2.987429], [-2.296668, -2.520231, -3.847535], [-4.054016, -2.567666, -3.634752], [-3.003225, -2.268386, -2.241968], [-2.526785, -0.750928, -5.624006], [-3.378295, 0.757964, -5.267030], [-4.291041, -0.749970, -5.453955], [-4.215414, -0.091354, -1.736987], [-5.313555, -0.397867, -3.098862], [-4.409873, 1.122204, -3.015700], [1.007658, -2.699841, 1.106526], [0.397954, -0.999315, 1.794767], [1.673293, 0.244662, 1.046038], [0.877157, -1.081957, 3.703196], [2.354025, -1.021825, 3.936034], [3.134759, -2.174585, 3.915861], [4.510186, -2.100946, 4.083157], [5.123751, -0.871659, 4.274725], [4.352830, 0.282342, 4.305735], [2.979187, 0.206730, 4.138629], [2.082582, -2.794199, 1.260771], [0.765896, -2.712178, 0.044723], [0.485326, -3.516920, 1.602707], [2.690585, -0.115305, 1.195538], [1.542230, 1.219751, 1.514209], [1.449736, 0.340030, -0.017100], [0.442313, -2.008293, 4.083171], [0.369678, -0.249287, 4.192115], [2.659603, -3.139124, 3.777240], [5.102344, -3.006778, 4.069682], [6.195868, -0.813566, 4.407693], [4.822014, 1.244647, 4.463677], [2.379865, 1.110764, 4.165959]], "atomic_forces_ev_per_a": [[0.122, -0.057, -0.029], [-0.005, 0.002, 0.014], [0.021, 0.007, -0.005], [0.008, 0.019, -0.031], [0.000, 0.046, -0.068], [-0.019, -0.017, 0.095], [-0.039, -0.007, 0.048], [0.042, 0.041, 0.029], [-0.055, -0.037, -0.033], [0.007, -0.015, -0.016], [-0.013, -0.023, 0.004], [-0.005, -0.006, 0.006], [0.002, 0.000, 0.003], [-0.030, 0.024, 0.016], [-0.026, 0.026, -0.020], [-0.024, -0.011, -0.036], [0.016, 0.014, 0.018], [0.037, 0.028, 0.013], [0.072, -0.087, -0.016], [-0.051, 0.065, 0.010], [-0.019, -0.028, 0.063], [0.012, -0.032, 0.031], [-0.011, 0.036, 0.015], [-0.002, 0.007, -0.014], [0.006, 0.000, -0.034], [0.036, 0.053, -0.079], [-0.031, -0.031, 0.018], [-0.020, -0.035, -0.015], [-0.005, -0.009, 0.027], [-0.039, -0.001, 0.016], [0.003, 0.014, -0.011], [0.005, -0.008, 0.001], [-0.005, 0.012, -0.026], [0.000, 0.008, 0.003], [-0.014, -0.017, 0.033], [0.056, 0.026, 0.037], [-0.002, 0.001, 0.007], [-0.024, -0.014, -0.019], [0.016, 0.000, -0.003], [-0.006, -0.002, -0.001], [-0.005, 0.002, 0.022], [0.006, 0.008, -0.009], [-0.008, -0.008, -0.004], [0.004, 0.001, -0.006], [0.001, 0.009, 0.005], [-0.013, 0.012, 0.001], [0.009, -0.014, -0.026], [0.009, -0.007, -0.005], [0.011, -0.002, 0.000], [-0.013, -0.008, -0.010], [-0.003, 0.013, -0.022], [0.010, -0.007, -0.003], [0.002, 0.008, 0.004], [-0.005, -0.003, 0.002], [0.001, -0.003, -0.033], [-0.012, -0.001, -0.005], [-0.005, 0.005, -0.002], [0.006, 0.015, -0.002], [-0.059, 0.073, 0.019], [0.015, -0.038, -0.048], [-0.025, 0.007, 0.006], [0.014, -0.002, -0.009], [0.005, 0.007, -0.010], [-0.003, -0.004, 0.004], [0.005, 0.001, 0.003], [0.006, -0.007, 0.005], [-0.016, 0.005, -0.004], [-0.019, -0.030, -0.035], [0.028, -0.021, -0.035], [0.003, 0.023, 0.014], [0.000, 0.012, 0.027], [-0.010, -0.027, 0.041], [0.012, 0.010, 0.093], [-0.005, 0.007, 0.002], [0.026, -0.031, -0.021], [-0.001, -0.006, -0.001], [0.005, -0.004, 0.000], [0.006, 0.000, -0.002], [0.004, 0.006, 0.001], [-0.004, 0.004, -0.009]], "homo_energy_ev": [-8.201, -8.296], "orbital_gap_ev": [8.60, 8.00], "total_charge": 0, "spin_multiplicity": 3, "total_energy_ha": -6844.64379}